Record 1
Molecular formula: CHF3N2S
Method: DFT, the ωB97M-V functional and the def2-TZVPD basis

XYZ file:
```
8
Properties=species:S:1:pos:R:3:forces:R:3
C -1.190922 -0.403753 -0.007212 0.5462 0.3384 -0.0472
N 2.200137 0.579694 0.028310 1.5232 -0.0348 0.0097
N 1.745587 1.608148 -0.115451 -1.5676 0.0466 -0.0082
F -2.402477 -0.919292 0.150870 -0.3594 -0.0528 0.0226
F -0.419820 -0.877347 1.006110 0.1869 -0.1259 0.3170
F -0.652480 -0.962760 -1.112035 0.0444 -0.1530 -0.3216
S -1.184400 1.370993 -0.066110 0.4316 0.2170 -0.0146
H 1.904373 -0.395683 0.115517 -0.8053 -0.2357 0.0422
```
Positions in Å, forces in eV/Å.

Its total energy is -23018.1464 eV. Its total charge is 0. The HOMO energy (spin up / spin down) comes out at -9.69 / -8.56 eV. The HOMO-LUMO gap (spin up / spin down) is 9.02 / 5.98 eV.

Here are the Löwdin charges for atoms 1 to 2, given in e: number 1, C, carries -1.107; number 2, N, carries 0.062

***

Record 2
Molecular formula: C42H98N14O14
Method: DFT, the ωB97M-V functional and the def2-TZVPD basis

XYZ file:
```
168
Properties=species:S:1:pos:R:3:forces:R:3
C -5.363365 -1.556400 -3.202777 -0.5352 0.5333 0.2009
O -6.038725 -0.682330 -3.713957 0.5691 -0.3465 -0.6264
N -4.548325 -2.478530 -3.790217 0.7431 -0.3057 2.4045
C -3.843665 -3.381670 -2.839277 -0.8830 -0.5942 -1.3041
C -4.039445 -2.539590 -5.118207 -0.0325 -0.2606 -0.7039
H -5.394175 -1.685420 -2.109797 0.0384 -0.1286 -0.1312
H -2.767175 -3.212960 -2.867667 0.0693 0.2807 0.4370
H -3.988385 -4.402950 -3.191627 0.1604 -0.2212 -0.3426
H -4.315745 -3.441960 -1.858667 0.2892 0.8224 0.0668
H -4.396435 -1.713330 -5.732997 -0.1759 -0.2245 0.0592
H -2.950125 -2.559830 -5.150887 0.2544 0.4569 0.3242
H -4.288995 -3.521060 -5.521377 -0.4128 0.0883 -0.4985
C 2.367215 5.106240 -6.419757 2.3780 -0.7930 -0.2098
O 3.331315 5.595060 -7.004307 -0.1394 -0.8000 -0.4284
N 1.500745 5.843560 -5.800397 -2.3824 1.4129 3.7201
C 0.537155 5.299830 -4.725647 1.1145 0.3618 -2.3588
C 1.718805 7.286160 -5.777357 -0.6984 0.0839 -1.2943
H 2.213755 4.034960 -6.217237 0.0640 -0.1596 -0.5819
H -0.421955 5.485760 -5.208997 -0.3445 0.0356 0.8991
H 0.723675 5.773280 -3.761727 -0.2836 0.1527 -0.1983
H 0.666085 4.222140 -4.625237 0.0943 0.0445 -0.1054
H 0.764975 7.787680 -5.613677 -0.0100 -0.0535 0.1795
H 2.464975 7.705760 -5.102627 0.1029 -0.5476 0.3337
H 2.042615 7.534180 -6.788167 0.0606 0.2383 0.1022
C 0.945645 -1.957080 -5.018377 -1.0398 -1.9039 0.3145
O 0.453135 -1.775930 -6.123447 1.0124 0.3603 1.1677
N 0.700745 -3.112960 -4.290487 -0.0263 -0.5454 -0.4341
C 1.062355 -3.300580 -2.883957 -0.7022 0.8672 -0.0235
C -0.148335 -4.161660 -4.829007 -0.4720 -0.8634 -0.2800
H 1.604615 -1.340450 -4.387717 0.0250 0.7404 -0.6493
H 1.412865 -4.288400 -2.584877 0.7238 0.0289 -0.7200
H 0.181895 -3.213700 -2.247287 -0.4732 0.2584 -0.1156
H 1.702485 -2.476900 -2.567917 0.4032 -0.2929 -0.0131
H -0.791105 -3.914710 -5.673967 -0.1884 1.0024 0.4770
H 0.321825 -5.032560 -5.285717 1.1158 0.0354 0.3042
H -0.715415 -4.599660 -4.007617 -0.3833 0.2325 -0.0356
C 4.341235 5.041230 4.662243 1.4791 0.8557 0.9575
O 4.533765 4.529470 5.745463 0.2300 -0.4892 0.4487
N 3.165195 5.166690 4.098433 -2.0833 -0.8925 -0.0264
C 2.011015 4.562450 4.749773 -0.8270 0.2885 0.2169
C 2.996075 5.682550 2.786743 -0.6829 0.5599 -0.7711
H 5.128305 5.598440 4.130973 0.1941 -0.3348 -0.2582
H 1.497145 5.212930 5.457533 0.5777 0.5194 0.4382
H 2.250265 3.658670 5.310183 0.1651 -0.0188 -0.3981
H 1.181495 4.423840 4.056393 0.5096 -0.5927 -0.4315
H 2.490745 4.977040 2.127183 0.6900 -0.4147 0.0049
H 2.267825 6.493500 2.796933 0.2099 0.5716 0.1120
H 3.951185 6.004880 2.372053 -0.1828 -0.0649 -0.0973
C -1.918235 2.843100 5.279523 1.0375 -1.9360 -0.9565
O -1.224535 2.213010 4.447373 -1.3182 1.4430 1.7516
N -1.955755 2.605010 6.615433 0.1934 0.0101 -0.8081
C -1.071835 1.695560 7.289773 1.0441 -1.4406 -0.5835
C -2.810715 3.362730 7.471093 0.0543 0.5648 1.1305
H -2.663175 3.607550 5.009553 0.2567 0.0825 -0.2537
H -1.456135 0.731800 7.623783 -1.2886 0.3074 0.4934
H -0.543815 2.132530 8.137333 -0.0180 0.2699 -0.2148
H -0.377785 1.237280 6.585233 0.5054 0.9427 -0.3193
H -3.211095 4.291740 7.065213 -0.1051 -0.3641 -0.5815
H -3.601095 2.737060 7.885753 -0.1512 0.1271 0.0046
H -2.180535 3.713700 8.288283 -0.1594 -0.0402 0.3694
C -5.966985 -2.194450 1.176233 2.2326 2.5197 -0.7815
O -5.668685 -1.663380 0.064753 -0.6393 -2.5155 3.0346
N -5.096625 -2.851450 2.045123 -1.2820 -0.1692 -1.7836
C -5.441715 -3.052100 3.437213 -0.1723 0.1105 0.2042
C -3.751845 -3.191530 1.620673 0.2856 -0.0981 0.1080
H -6.863995 -1.864180 1.722573 -0.3404 -0.5632 -0.3584
H -5.215855 -4.057840 3.791583 0.4600 0.0079 -0.1289
H -6.506005 -2.962550 3.654843 -0.0728 0.3556 -0.4696
H -4.919055 -2.292860 4.019003 0.0695 -0.2021 0.4113
H -3.272805 -3.872810 2.323853 -0.3923 0.0658 0.1001
H -3.719295 -3.710590 0.662753 -0.2599 0.3195 -0.1830
H -3.119185 -2.304280 1.595413 0.0564 0.1169 -0.2695
C 5.450085 6.231270 -0.592817 -1.3066 -2.3700 -0.3546
O 5.466385 5.589160 0.442003 0.1981 0.6211 0.3471
N 4.666355 5.816720 -1.658857 1.1222 3.5892 0.7720
C 3.776475 4.718540 -1.700177 -0.2960 -1.2331 0.2987
C 4.854185 6.521260 -2.904437 0.1081 -0.7102 -0.9504
H 6.103385 7.099540 -0.770377 -0.2982 0.0216 -0.2172
H 4.358035 3.870870 -2.062587 -0.3209 -0.5504 0.1068
H 2.938305 4.865580 -2.381327 0.1999 0.4048 -0.2209
H 3.299415 4.481660 -0.749177 0.5296 0.0396 0.1991
H 3.911985 6.655670 -3.435757 -0.0951 0.1064 0.1361
H 5.360915 7.484600 -2.846997 -0.0470 -0.1247 0.4514
H 5.460305 5.858780 -3.522357 0.1362 0.2064 -0.5477
C 4.196315 -0.014270 0.533503 -0.1373 -0.3809 0.2381
O 4.140025 1.183160 0.550093 -0.2839 1.5860 0.1696
N 4.908365 -0.693590 -0.382597 0.3868 -1.9424 -0.2205
C 4.898095 -2.188030 -0.404097 -0.5406 -0.0042 -0.5301
C 5.640395 0.007590 -1.415557 1.1398 0.0094 -1.3336
H 3.642485 -0.608150 1.276983 0.1644 -0.4524 -0.1602
H 4.343675 -2.683410 0.392973 -0.0291 0.8676 0.5315
H 5.849605 -2.718120 -0.445757 0.5111 0.7707 0.1224
H 4.362915 -2.575330 -1.271087 -0.0493 0.3795 -0.5048
H 5.476695 1.068850 -1.602727 -0.8766 -0.1191 0.8580
H 6.726405 -0.021780 -1.327207 0.2065 -0.3091 0.7834
H 5.528525 -0.441620 -2.402367 -0.6170 -0.4225 0.0160
C 3.335235 -3.913810 2.873033 -1.7912 0.4741 -1.5577
O 2.669435 -3.271020 2.033283 1.0659 -1.0563 1.3602
N 3.664295 -5.223320 2.756953 0.4119 1.5854 2.1728
C 4.629575 -5.750520 3.723793 0.5421 -0.1644 -0.8268
C 3.157985 -6.096080 1.768313 -0.2704 -0.7620 -0.5429
H 3.624515 -3.477750 3.841723 0.2910 0.0876 -0.2750
H 5.011315 -5.012360 4.429113 -0.5777 0.1872 -0.0315
H 5.505915 -5.993670 3.122953 0.2163 -0.5190 0.1769
H 4.286215 -6.633630 4.262613 -0.1625 0.0446 -0.0966
H 2.477295 -6.835390 2.190403 -0.1776 -0.0248 0.3008
H 2.590625 -5.545950 1.017603 0.4212 0.0222 -0.0938
H 3.990565 -6.684300 1.382413 -0.0433 0.1454 -0.5842
C -1.642475 3.176920 -6.660487 1.0984 0.6620 -0.6857
O -0.667455 3.445640 -7.367527 -1.0435 -0.3337 0.7898
N -1.741745 2.180200 -5.782227 -1.6122 -1.0936 1.1778
C -3.005605 2.024650 -4.963257 0.0902 0.4302 -0.8300
C -0.692685 1.246690 -5.403957 -0.0568 -0.0876 0.9359
H -2.563165 3.778530 -6.609697 0.0426 0.2284 -0.4652
H -2.870555 2.286100 -3.913727 0.3721 -0.3384 0.0099
H -3.511365 1.065950 -5.078187 0.8058 -0.5532 0.1933
H -3.835885 2.642760 -5.304807 0.5079 0.6782 -0.4040
H -0.677725 1.322410 -4.316697 0.3705 -0.1046 0.2914
H -0.930765 0.201150 -5.599537 -0.2091 0.1315 -0.4769
H 0.317635 1.439710 -5.764657 -0.4024 0.4221 -0.4161
C -3.558255 -7.817760 -0.653727 -0.8443 -0.3264 -0.1409
O -2.969635 -8.096890 -1.671297 0.6424 0.2719 -0.0646
N -3.045095 -7.507550 0.552643 0.7503 0.5288 0.2076
C -3.867495 -7.420430 1.753153 0.0849 -0.5712 -1.0185
C -1.634505 -7.215970 0.715093 0.5671 0.1894 -0.4451
H -4.659185 -7.814240 -0.641507 -0.1757 -0.0371 0.1515
H -3.507475 -6.559990 2.317173 -0.3735 -0.2096 0.3426
H -3.800685 -8.377750 2.270033 0.2117 0.2592 0.6182
H -4.913365 -7.344100 1.455783 -0.0058 0.4093 0.0818
H -1.028365 -8.024060 1.124593 -0.2667 -0.2231 0.2351
H -1.159415 -6.964640 -0.233177 -0.3754 -0.1833 -0.2483
H -1.490765 -6.328270 1.331083 -0.2082 -0.0246 0.2979
C -1.105155 -2.424710 6.128563 -0.7959 -2.0172 0.0517
O -1.076735 -3.479990 6.773353 0.3430 1.7767 -0.0105
N -1.268545 -2.451920 4.793493 1.0118 -0.3883 -0.6639
C -1.456135 -1.269480 4.000443 0.6871 0.7797 -0.7468
C -1.285045 -3.739340 4.075153 -0.3069 -0.0356 0.8431
H -1.125475 -1.390780 6.506433 0.2493 -0.1852 0.4125
H -0.842265 -1.291870 3.100023 -0.1878 -0.6136 -0.2899
H -1.022165 -0.352280 4.398603 -0.4396 -0.0332 0.9138
H -2.489695 -1.092090 3.703173 -0.1036 -0.0036 0.0903
H -0.838615 -4.591990 4.586813 0.2262 0.5832 0.7201
H -2.339865 -4.011170 4.035623 0.0426 -0.2183 -0.8023
H -0.724145 -3.693380 3.141673 -0.5741 0.4171 -0.2865
C -1.634675 -0.019730 -1.165587 2.5820 -0.0309 0.4649
O -1.849495 1.131840 -1.438537 -1.1576 0.3978 -0.6222
N -0.437445 -0.370660 -0.568707 -1.6091 -2.5475 -0.1912
C -0.275465 -1.685150 0.084023 0.6594 0.4980 -0.8866
C 0.642225 0.503300 -0.355977 0.6390 2.4142 0.6012
H -2.179285 -0.936010 -1.441347 -0.7026 0.3275 0.1548
H 0.657425 -2.044070 -0.350707 0.4984 -0.2076 1.0405
H -0.942055 -2.513690 -0.155327 -0.8315 0.6348 -0.3246
H -0.298695 -1.525200 1.161973 0.5391 -0.3467 -0.0245
H 0.779475 0.777710 0.689953 -0.2012 -0.1526 0.4356
H 1.655475 0.232670 -0.652937 -0.2428 -0.8670 -0.5060
H 0.439725 1.460700 -0.836037 -0.1428 -0.0679 -0.1891
C -1.130275 4.286080 -0.623247 -0.5139 0.4951 0.1414
O -0.416075 5.094520 -1.185487 0.2273 -0.1249 -0.4266
N -0.902765 3.760670 0.581403 2.5864 0.1671 1.3476
C -1.817105 2.909100 1.288403 0.2664 0.0335 0.1287
C 0.397505 4.025220 1.322883 -1.0615 0.5962 -0.7502
H -2.113925 3.961800 -0.996727 0.0460 -0.0202 -0.3367
H -1.255995 2.030360 1.606323 -0.3383 -0.3593 -0.0757
H -2.670315 2.662650 0.656423 0.0855 -0.1040 0.1223
H -2.115995 3.406110 2.211293 -0.3100 -0.0191 0.0213
H 1.010375 3.137420 1.478723 -0.3567 -0.2733 -0.0164
H 1.033235 4.758860 0.827193 -0.4802 -0.1789 -0.6396
H 0.188615 4.505580 2.278773 -0.3448 -0.3524 0.1219
```
Positions in Å, forces in eV/Å.

Its total energy is -94665.6718 eV. Its total charge is 0. The HOMO energy comes out at -8.56 eV. The HOMO-LUMO gap is 8.29 eV.

Here are the Löwdin charges for atoms 1 to 2, given in e: number 1, C, carries -0.338; number 2, O, carries 0.013